w.
Here is C4H7NO as an isolated structure from the OMol25 dataset. Energies are from the ωB97M-V functional and the def2-TZVPD basis.

The HOMO energy is -9.861 eV. The calculation puts the LUMO energy at 1.083 eV. The calculation puts the HOMO-LUMO gap at 10.94 eV.

ORCA input file:
```
! RIJCOSX wB97M-V def2-TZVPD def2/J DEFGRID3
* xyz 0 1
O 0.88520 -0.72241 -0.36317
N -1.20644 -0.02137 0.18912
C -0.02328 1.06771 -1.70536
C 0.79908 -0.57434 1.04873
C -0.20233 0.13002 -0.57833
C -0.67312 -0.82173 1.30377
H 0.76384 0.60564 0.99566
H 0.99926 1.46260 -1.74913
H 1.54225 -1.19978 1.57718
H -0.19664 0.45200 -2.58464
H -0.73534 1.89244 -1.66312
H -0.94837 -1.88282 1.27866
H -1.00412 -0.38795 2.25063
*
```

x.
Here is one molecule with the formula C4H7NO from the OMol25 dataset. Energies are from the ωB97M-V functional and the def2-TZVPD basis.

As for the structure (SMILES): O[C@H]1C[C@H]2N[C@@H]12. The HOMO energy is -9.329 eV. The calculation puts the LUMO energy at 1.040 eV. The calculation puts the HOMO-LUMO gap at 10.37 eV.

ORCA input file:
```
! RIJCOSX wB97M-V def2-TZVPD def2/J DEFGRID3
* xyz 0 1
O 2.04834 0.68343 0.14372
N -0.90505 0.38387 1.13467
C -1.06553 -0.48487 -0.03634
C -0.45081 0.85573 -0.19494
C 0.89909 0.21724 -0.49918
C 0.28250 -1.18469 -0.16385
H 0.62205 -1.60765 0.78496
H 1.09911 0.26341 -1.57497
H -0.83339 1.79404 -0.58215
H 1.77655 0.99849 1.01474
H -2.03876 -0.82590 -0.37318
H -1.80775 0.82434 1.31492
H 0.37364 -1.91742 -0.96837
*
```

y.
Here is one molecule with the formula C4H7NO from the OMol25 dataset. Energies are from the ωB97M-V functional and the def2-TZVPD basis.

As for the structure (SMILES): O/N=C\C1CC1. The HOMO energy is -9.898 eV. The calculation puts the LUMO energy at 0.679 eV. The calculation puts the HOMO-LUMO gap at 10.58 eV.

ORCA input file:
```
! RIJCOSX wB97M-V def2-TZVPD def2/J DEFGRID3
* xyz 0 1
O -1.84568 1.35414 0.84254
N -0.55483 2.08127 0.50470
C 0.39110 1.38316 0.05648
C -0.45887 -0.85686 -0.47668
C 1.12510 -1.11641 -0.60544
C 0.44960 -0.10380 0.37378
H -1.12623 -1.72071 -0.05549
H 1.42725 -0.60285 -1.50202
H -1.72810 0.37086 1.30979
H -0.70325 -0.52275 -1.52783
H 0.29038 -0.37473 1.50212
H 1.57175 -2.00392 -0.18743
H 1.16174 2.11261 -0.23453
*
```

z.
Here is one molecule with the formula C4H7NO from the OMol25 dataset. Energies are from the ωB97M-V functional and the def2-TZVPD basis.

As for the structure (SMILES): C1N[C@H]1[C@H]1CO1. The HOMO energy is -9.560 eV. The calculation puts the LUMO energy at 1.169 eV. The calculation puts the HOMO-LUMO gap at 10.73 eV.

ORCA input file:
```
! RIJCOSX wB97M-V def2-TZVPD def2/J DEFGRID3
* xyz 0 1
O -1.05136 -0.85038 1.00020
N 1.57039 -0.23257 0.30549
C -0.90967 0.08318 -0.06696
C 1.39178 1.21502 0.27783
C 0.50556 0.33546 -0.51257
C -1.47935 -1.24199 -0.29766
H 0.96667 1.71608 1.14589
H -1.57945 0.93934 0.01536
H 2.19108 1.75783 -0.22076
H -0.85459 -1.98361 -0.79512
H 1.13561 -0.61705 1.14356
H 0.66634 0.25589 -1.58698
H -2.55301 -1.37719 -0.40828
*
```

Stability summary - winner: w; margin: 0.399 eV.